# 1
# C14H9F5I2LaO4STl

A structure of composition C14H9F5I2LaO4STl in a non-equilibrium geometry (the ωB97M-V functional and the def2-TZVPD basis, the OMol25 dataset).

ORCA input file:
```
! wB97M-V def2-TZVPD RIJCOSX def2/J DEFGRID3
* xyz 4 1
I 4.032 -1.361 -0.344
I 4.045 1.376 -0.331
Tl -0.217 1.536 0.456
La -0.042 -1.400 0.508
S 0.664 0.088 -1.453
C -1.338 -2.788 -0.871
C -0.927 -2.819 1.937
C -0.280 0.008 -2.946
C 0.250 1.267 -3.608
C -1.796 0.003 -2.815
C 0.252 -1.256 -3.608
C -0.847 2.726 1.895
C -1.281 2.724 -0.846
O -1.200 -3.550 2.812
O -1.911 -3.516 -1.553
O -1.167 3.488 2.726
O -1.883 3.485 -1.510
H -0.125 1.272 -4.627
H 1.346 1.258 -3.627
H -0.085 2.175 -3.099
H -2.192 0.001 -3.845
H -2.177 0.897 -2.300
H -2.177 -0.896 -2.305
H -0.125 -1.266 -4.631
H -0.082 -2.170 -3.099
H 1.350 -1.250 -3.628
F 1.685 -2.289 2.308
C 1.118 -1.102 2.839
C 1.015 0.056 2.043
C 1.104 1.143 2.864
F 1.685 2.286 2.424
C 0.526 1.138 4.116
F 0.351 2.292 4.767
C 0.071 -0.021 4.678
F -0.606 -0.040 5.848
C 0.558 -1.163 4.104
F 0.406 -2.334 4.723
*
```

- E_LUMO (alpha / beta) (eV) = -15.8 / -17.1
- strongest force on any atom (eV/A) = 14.85
- E_tot (eV) = -68971.932
- energy relative to the best compared isomer or geometry (same formula, charge and spin) (kcal per mole) = 152.2

---

# 2
# CH3I3Si

A structure of composition CH3I3Si in a non-equilibrium geometry (the ωB97M-V functional and the def2-TZVPD basis, the OMol25 dataset).

ORCA input file:
```
! wB97M-V def2-TZVPD RIJCOSX def2/J DEFGRID3
* xyz 0 1
C -2.082 2.535 -0.020
Si -0.013 0.247 -0.126
I -3.450 2.208 1.609
I -1.146 4.475 0.087
I -3.065 2.238 -1.936
H -0.556 -0.092 -1.425
H 1.371 0.677 -0.045
H -0.640 -0.252 1.085
*
```

- E_LUMO (alpha / beta) (eV) = -1.9 / -1.6
- strongest force on any atom (eV/A) = 2.71
- E_tot (eV) = -33260.978
- energy relative to the best compared isomer or geometry (same formula, charge and spin) (kcal per mole) = 172.6

---

# 3
# C3H3N3S

A structure of composition C3H3N3S in a non-equilibrium geometry (the ωB97M-V functional and the def2-TZVPD basis, the OMol25 dataset).

ORCA input file:
```
! wB97M-V def2-TZVPD RIJCOSX def2/J DEFGRID3
* xyz 0 1
C -0.530 0.152 -0.155
C -0.608 -1.202 -0.183
C -1.575 1.189 -0.034
N 0.894 0.029 -0.275
N -0.562 -2.405 -0.247
N 1.613 1.049 -0.180
S -3.151 0.838 0.110
H 2.566 0.828 -0.268
H -0.477 -2.986 0.570
H -1.062 2.220 0.130
*
```

- E_LUMO (eV) = -0.8
- strongest force on any atom (eV/A) = 3.27
- E_tot (eV) = -18460.845
- energy relative to the best compared isomer or geometry (same formula, charge and spin) (kcal per mole) = 97.7

---

# 4
# C41H59ClCsN5PSbSe4

A structure of composition C41H59ClCsN5PSbSe4 (the ωB97M-V functional and the def2-TZVPD basis, the OMol25 dataset).

ORCA input file:
```
! wB97M-V def2-TZVPD RIJCOSX def2/J DEFGRID3
* xyz -2 1
Cs 0.019 -0.435 0.271
N 1.094 2.709 1.066
C -0.066 3.525 1.427
C -1.108 3.509 0.309
N -1.752 2.208 0.239
H 1.733 2.621 1.849
H 1.605 3.148 0.310
H 0.198 4.569 1.656
H -0.517 3.096 2.325
H -0.594 3.689 -0.645
H -1.811 4.339 0.478
H -2.370 2.156 -0.569
H -2.370 2.084 1.045
C 6.324 -1.700 2.347
C 6.001 -2.126 0.942
C 6.985 -2.787 0.209
C 6.765 -3.232 -1.085
C 5.531 -3.025 -1.676
C 4.542 -2.370 -0.958
C 4.746 -1.909 0.343
P 3.270 -1.085 1.110
C 4.109 0.452 1.707
C 4.224 0.723 3.071
C 4.697 1.947 3.517
C 5.057 2.924 2.603
C 4.928 2.675 1.245
C 4.451 1.453 0.779
C 4.312 1.223 -0.702
C 2.905 -2.125 2.532
C 3.362 -3.447 2.570
C 2.857 -4.383 3.451
C 1.785 -4.001 4.289
C 1.288 -2.734 4.268
C 1.805 -1.705 3.394
C 1.292 -0.435 3.397
H 7.147 -2.298 2.741
H 5.458 -1.822 2.993
H 6.623 -0.650 2.372
H 7.951 -2.959 0.673
H 7.552 -3.743 -1.628
H 5.337 -3.367 -2.686
H 3.573 -2.210 -1.411
H 3.928 -0.040 3.781
H 4.778 2.135 4.581
H 5.434 3.880 2.950
H 5.201 3.445 0.531
H 4.477 2.148 -1.257
H 3.309 0.852 -0.935
H 5.027 0.473 -1.045
H 4.150 -3.750 1.889
H 3.250 -5.394 3.477
H 1.346 -4.738 4.955
H 0.441 -2.477 4.894
H 1.718 0.358 2.799
H 0.504 -0.153 4.084
Se -4.716 1.282 2.359
Se -4.282 -0.265 0.731
Se -4.746 0.920 -1.278
Se -3.991 -0.457 -2.948
C 4.011 1.499 -4.575
C 2.614 1.660 -5.170
C 2.652 2.621 -6.352
Sb 1.192 2.036 -3.495
C 1.175 4.259 -3.316
C 2.246 4.645 -2.299
C 1.326 5.103 -4.575
C -0.753 1.729 -4.492
C -0.954 0.232 -4.678
C -1.002 2.480 -5.792
H 4.720 1.160 -5.340
H 4.025 0.772 -3.761
H 4.378 2.450 -4.179
H 2.275 0.681 -5.528
H 3.182 3.537 -6.092
H 1.655 2.886 -6.698
H 3.187 2.163 -7.193
H 0.189 4.445 -2.880
H 3.245 4.441 -2.696
H 2.133 4.085 -1.372
H 2.194 5.712 -2.059
H 2.350 5.068 -4.946
H 1.092 6.152 -4.357
H 0.659 4.776 -5.371
H -1.470 2.074 -3.741
H -0.234 -0.186 -5.393
H -1.965 0.034 -5.043
H -0.855 -0.295 -3.732
H -0.293 2.183 -6.568
H -0.952 3.560 -5.654
H -2.006 2.239 -6.156
Cl 3.931 -2.533 -5.167
C 2.425 -2.673 -4.310
C 1.561 -3.721 -4.583
C 0.355 -3.735 -3.894
C 0.092 -2.744 -2.965
N 0.940 -1.751 -2.695
C 2.080 -1.714 -3.377
H 1.803 -4.468 -5.325
H -0.380 -4.501 -4.099
H -0.858 -2.711 -2.440
H 2.728 -0.865 -3.186
C 1.625 -4.497 -0.195
C 0.425 -4.414 0.681
N -0.443 -3.434 0.712
C -1.391 -3.779 1.641
C -1.091 -4.993 2.178
N 0.069 -5.392 1.553
H 2.004 -3.491 -0.363
H 1.379 -4.936 -1.166
H 2.407 -5.093 0.276
H -2.233 -3.136 1.847
H -1.589 -5.607 2.907
H 0.600 -6.215 1.766
*
```

- E_LUMO (eV) = 3.2
- strongest force on any atom (eV/A) = 0.90
- E_tot (eV) = -341209.283
- energy relative to the best compared isomer or geometry (same formula, charge and spin) (kcal per mole) = 15.4

---

# 5
# C8H14NO2S

A structure of composition C8H14NO2S in a non-equilibrium geometry (the ωB97M-V functional and the def2-TZVPD basis, the OMol25 dataset).

ORCA input file:
```
! wB97M-V def2-TZVPD RIJCOSX def2/J DEFGRID3
* xyz 1 1
C 2.743 1.995 0.362
C -1.765 -3.106 0.191
C 1.465 1.875 -0.064
C -1.123 -2.054 0.706
C 0.952 0.652 -0.690
C -0.371 -1.145 -0.291
C -0.681 0.852 1.104
C -1.415 0.977 -1.105
N -0.470 0.347 -0.272
O 1.679 -0.930 1.355
O 2.328 -1.791 -0.769
S 1.435 -0.983 -0.037
H 3.141 2.946 0.836
H 3.561 1.280 0.051
H -2.314 -3.754 0.837
H -1.767 -3.239 -0.848
H 0.663 2.587 -0.057
H -1.173 -1.764 1.827
H 1.137 0.567 -1.768
H -0.480 -1.538 -1.385
H -0.758 1.896 1.136
H -1.716 0.517 1.195
H 0.028 0.395 1.749
H -2.484 0.822 -0.833
H -1.285 2.039 -1.209
H -1.328 0.555 -2.021
*
```

- E_LUMO (eV) = -2.9
- strongest force on any atom (eV/A) = 3.32
- E_tot (eV) = -24932.231
- energy relative to the best compared isomer or geometry (same formula, charge and spin) (kcal per mole) = 105.9

---

# 6
# C34H25N8O5Re

A structure of composition C34H25N8O5Re (the ωB97M-V functional and the def2-TZVPD basis, the OMol25 dataset).

ORCA input file:
```
! wB97M-V def2-TZVPD RIJCOSX def2/J DEFGRID3
* xyz 3 2
Re 0.621 0.249 0.411
O -1.437 -4.604 5.867
N -1.523 -4.485 4.676
O -2.038 -5.279 3.920
C -0.894 -3.281 4.069
C -0.447 -2.354 4.938
C 0.136 -1.129 4.465
C 0.654 -0.130 5.307
C 1.202 0.998 4.744
C 1.237 1.123 3.352
N 0.746 0.192 2.533
C 0.200 -0.920 3.093
C -0.280 -1.909 2.186
N -0.131 -1.596 0.863
C -0.462 -2.502 -0.053
C -0.954 -3.753 0.307
C -1.134 -4.073 1.631
C -0.802 -3.126 2.628
H -0.540 -2.541 5.999
H 0.628 -0.258 6.380
H 1.630 1.780 5.352
H 1.691 1.987 2.882
H -0.321 -2.216 -1.087
H -1.190 -4.467 -0.468
H -1.514 -5.041 1.909
C -11.349 2.323 -3.729
O -10.584 3.328 -3.004
C -9.295 3.282 -2.923
C -8.702 4.352 -2.188
C -7.359 4.393 -2.051
C -6.541 3.369 -2.643
C -7.152 2.307 -3.394
C -8.497 2.256 -3.533
N -5.249 3.507 -2.444
N -4.374 2.791 -3.018
C -3.293 2.230 -2.608
C -2.283 1.951 -3.620
C -1.097 1.389 -3.309
C -0.814 1.043 -1.951
O 0.304 0.557 -1.567
C -1.779 1.305 -0.924
N -1.351 1.021 0.332
C -2.178 1.327 1.351
C -3.412 1.910 1.154
C -3.847 2.201 -0.136
C -3.015 1.898 -1.202
H -12.384 2.609 -3.574
H -11.156 1.342 -3.300
H -11.089 2.373 -4.784
H -9.354 5.108 -1.773
H -6.870 5.193 -1.513
H -6.521 1.570 -3.874
H -8.966 1.476 -4.112
H -2.512 2.251 -4.632
H -0.336 1.224 -4.060
H -1.819 1.099 2.345
H -4.027 2.143 2.011
H -4.813 2.662 -0.291
N 6.837 -1.049 2.459
C 5.566 -0.623 2.438
O 4.978 -0.189 3.409
C 4.821 -0.697 1.118
C 5.332 -0.991 -0.135
C 4.476 -1.002 -1.231
C 3.147 -0.697 -1.054
N 2.638 -0.397 0.163
C 3.470 -0.415 1.214
H 7.340 -0.993 3.331
H 7.309 -1.433 1.661
H 6.383 -1.199 -0.289
H 4.840 -1.228 -2.222
H 2.455 -0.661 -1.885
H 3.068 -0.185 2.189
*
```

- <S²> = 0.7903
- E_LUMO (alpha / beta) (eV) = -10.1 / -10.0
- strongest force on any atom (eV/A) = 0.74
- E_tot (eV) = -59924.723

---

- Among the records above, which one has the lowest strongest force on any atom?
  C34H25N8O5Re

---

- What is the strongest force on any atom in the first record?
  14.85 eV/A

---

Please write out number 2 again, unchanged.
# CH3I3Si

A structure of composition CH3I3Si in a non-equilibrium geometry (the ωB97M-V functional and the def2-TZVPD basis, the OMol25 dataset).

ORCA input file:
```
! wB97M-V def2-TZVPD RIJCOSX def2/J DEFGRID3
* xyz 0 1
C -2.082 2.535 -0.020
Si -0.013 0.247 -0.126
I -3.450 2.208 1.609
I -1.146 4.475 0.087
I -3.065 2.238 -1.936
H -0.556 -0.092 -1.425
H 1.371 0.677 -0.045
H -0.640 -0.252 1.085
*
```

- E_LUMO (alpha / beta) (eV) = -1.9 / -1.6
- strongest force on any atom (eV/A) = 2.71
- E_tot (eV) = -33260.978
- energy relative to the best compared isomer or geometry (same formula, charge and spin) (kcal per mole) = 172.6

---

- Which value of E_tot does entry 3 give?
  -18460.845 eV